(1)
2 unconnected molecules or ions with the total composition C4H14NO4Si at a distorted geometry, computed with ωB97M-V with the def2-TZVPD basis set.

ORCA input file:
```
! wB97M-V def2-TZVPD RIJCOSX def2/J DEFGRID3
* xyz 1 1
C -1.39 -0.67 1.49
C -0.73 1.15 -0.18
C 0.26 1.23 1.92
C 1.25 -0.96 -0.10
N -0.38 0.34 0.91
O 1.39 1.82 1.43
O -1.10 -1.73 -1.54
O 0.73 -3.54 -1.26
O 1.39 -1.24 -2.72
Si 0.56 -1.93 -1.52
H -1.92 -0.88 0.60
H -0.79 -1.53 1.75
H -1.92 -0.14 2.35
H 0.01 2.03 -0.07
H -0.54 0.69 -1.20
H -1.73 1.50 -0.14
H -0.38 2.08 2.24
H 0.46 0.66 2.79
H 1.73 -0.15 -0.46
H 1.74 -1.38 0.77
H 2.06 1.97 2.08
H -1.65 -2.57 -1.56
H 1.64 -3.92 -1.23
H 1.45 -1.63 -3.62
*
```

Strongest force on any atom, hartree/bohr: 0.07931
Energy relative to the best compared isomer or geometry (same formula, charge and spin), eV: 1.083
Total energy, Eh: -805.80817
M, g/mol: 168.25
LUMO energy (spin up / spin down), eV: -5.56 / -5.56

=====

(2)
A molecular structure, C23H17KN4O7S, computed with ωB97M-V with the def2-TZVPD basis set.

ORCA input file:
```
! wB97M-V def2-TZVPD RIJCOSX def2/J DEFGRID3
* xyz -2 1
K -1.19 -0.01 -1.85
O -3.81 -5.65 0.37
C -3.38 -4.36 0.11
C -4.01 -3.57 -0.83
C -3.54 -2.28 -1.02
N -2.48 -1.81 -0.36
C -1.86 -2.58 0.53
C -2.30 -3.87 0.83
C -0.65 -1.97 1.26
O -0.32 -2.52 2.33
O -0.13 -0.97 0.71
C -4.25 -1.36 -2.05
O -5.34 -1.80 -2.46
O -3.66 -0.30 -2.35
H -4.56 -5.81 -0.21
H -4.87 -3.89 -1.40
H -1.79 -4.45 1.58
C -2.27 -0.10 3.66
N -1.13 0.60 3.12
C 0.18 0.25 3.35
C 0.95 1.03 2.58
N 0.10 1.85 1.84
C -1.21 1.60 2.21
S -2.63 2.37 1.78
C 0.55 2.57 0.70
C 1.91 2.88 0.59
C 2.37 3.45 -0.58
C 1.47 3.75 -1.59
C 0.13 3.46 -1.35
N -0.32 2.86 -0.25
H -1.99 -0.54 4.62
H -2.58 -0.91 2.99
H -3.09 0.60 3.78
H 0.44 -0.59 3.97
H 2.01 0.99 2.43
H 2.62 2.63 1.37
H 3.43 3.64 -0.70
H 1.78 4.14 -2.54
H -0.62 3.70 -2.09
O 1.93 1.80 -4.33
C 1.67 0.87 -3.55
O 0.71 0.07 -3.56
C 2.68 0.64 -2.41
C 4.02 0.96 -2.62
C 4.98 0.73 -1.64
C 4.61 0.17 -0.42
C 3.27 -0.13 -0.19
C 2.31 0.11 -1.18
H 4.28 1.41 -3.57
H 6.02 0.97 -1.83
H 5.35 -0.02 0.34
H 2.94 -0.54 0.75
H 1.29 -0.11 -0.89
*
```

Strongest force on any atom, hartree/bohr: 0.00869
Energy relative to the best compared isomer or geometry (same formula, charge and spin), eV: 0.704
Total energy, Eh: -2630.72841
M, g/mol: 532.58
LUMO energy, eV: 4.50

=====

(3)
A single C5H8O molecule, computed with ωB97M-V with the def2-TZVPD basis set.

ORCA input file:
```
! wB97M-V def2-TZVPD RIJCOSX def2/J DEFGRID3
* xyz 0 1
C 0.19 -0.38 1.53
C -0.32 -0.10 0.15
C 0.73 0.52 -1.01
C -0.34 1.29 -0.50
C -1.45 -0.70 -0.39
O 2.00 0.76 -0.49
H 2.55 -0.01 -0.65
H 0.74 0.08 -2.01
H -1.17 1.65 -1.09
H 0.37 -1.45 1.68
H -0.53 -0.05 2.28
H 1.13 0.14 1.72
H -1.62 -0.71 -1.46
H -2.27 -1.04 0.24
*
```

Strongest force on any atom, hartree/bohr: 0.00987
Energy relative to the best compared isomer or geometry (same formula, charge and spin), eV: 4.616
Total energy, Eh: -270.38826
M, g/mol: 84.12
LUMO energy (spin up / spin down), eV: 0.13 / 0.13